1.
# C10H10O

An isolated molecule of C10H10O in a non-equilibrium geometry (ωB97M-V/def2-TZVPD, the OMol25 dataset).

XYZ file:
```
21
C10H10O (ωB97M-V/def2-TZVPD)
O -3.75 -1.50 0.16
C 3.14 -0.04 0.16
C 2.15 0.83 -0.19
C 1.32 -1.80 -0.07
C -3.25 -0.27 -0.09
C 0.36 -0.68 -0.09
C 2.65 -1.36 0.28
C 0.78 0.64 -0.21
C -1.81 0.03 -0.12
C -1.61 1.48 0.27
C -0.99 -0.97 -0.24
H -1.28 -1.95 -0.87
H -2.68 2.19 0.44
H 4.08 0.72 0.26
H -3.91 0.82 0.08
H 0.99 -2.74 0.15
H 3.61 -2.04 0.40
H -1.08 2.12 -0.49
H 0.07 1.22 -0.63
H 2.35 1.74 -0.66
H -1.12 1.56 1.47
```

As for the SMILES: C/C(C=O)=C\c1ccccc1. The energy above the lowest of the compared OMol25 structures with the same formula, charge and spin is 701.5 kJ/mol. As for the largest force on an atom: 7.9 eV/Å. The orbital gap comes out at 8.026 eV. As for the LUMO energy: -0.77 eV. The calculation puts the calculated total energy at -462.0418 Ha.

=====

2.
# C33H34F2N

A cluster of 2 separate species, C33H34F2N in total in a non-equilibrium geometry (ωB97M-V/def2-TZVPD, the OMol25 dataset).

XYZ file:
```
70
C33H34F2N (ωB97M-V/def2-TZVPD)
F 2.67 -5.17 3.36
F -2.91 -3.18 2.44
N 0.50 0.36 -1.94
C -2.61 -1.04 3.35
C -0.22 1.31 -2.90
C 2.32 0.12 -3.67
C -2.73 3.39 0.22
C -2.91 3.60 -2.20
C 1.02 -0.20 -4.45
C 5.30 -4.87 2.47
C -0.17 2.31 -0.05
C -4.81 4.15 -0.80
C -0.05 2.76 -2.46
C -4.24 4.00 -2.08
C 1.98 0.37 -2.21
C -4.07 3.83 0.33
C -0.90 -2.05 1.91
C 3.69 -1.44 2.00
C -0.77 2.85 -1.16
C -2.02 2.94 1.36
C -0.02 -0.99 -2.28
C -4.01 -1.07 3.84
C -0.45 0.01 3.06
C 4.34 -3.74 2.51
C -1.68 -0.05 3.69
C 3.00 -3.96 2.80
C 0.23 -1.33 -3.75
C -0.75 2.44 1.22
C 2.30 -1.79 1.95
C 1.25 -0.98 1.40
C -0.04 -0.94 2.08
C 4.67 -2.38 2.33
C -2.12 3.33 -1.07
C -2.12 -2.07 2.55
C 0.16 1.07 -4.35
C 1.99 -3.04 2.58
H 2.81 1.02 -4.08
H 0.76 1.75 -0.17
H 5.16 -5.51 1.58
H -0.55 -2.87 1.28
H 0.24 0.84 3.28
H 0.75 -2.28 -3.82
H 1.43 -0.35 0.52
H -1.28 1.04 -2.76
H 5.72 -2.09 2.39
H -4.32 -0.09 4.22
H 1.24 -0.44 -5.49
H -5.84 4.50 -0.71
H 3.03 -0.72 -3.73
H 0.69 1.95 -4.74
H 6.33 -4.50 2.43
H 0.97 -3.30 2.83
H -4.83 4.20 -2.97
H -4.71 -1.36 3.05
H -1.10 -0.98 -2.08
H 2.39 1.33 -1.86
H -1.97 0.73 4.41
H 0.45 -1.70 -1.59
H 3.97 -0.42 1.76
H -0.77 0.98 -4.91
H -2.50 2.99 2.33
H -4.12 -1.80 4.66
H -0.74 -1.43 -4.26
H 5.18 -5.51 3.35
H -4.51 3.91 1.32
H 2.39 -0.42 -1.57
H -0.48 3.42 -3.22
H 1.02 3.00 -2.37
H -2.49 3.49 -3.20
H -0.18 2.13 2.08
```

As for the largest force on an atom: 2.3 eV/Å. The orbital gap comes out at 3.628 eV. As for the LUMO energy: -6.21 eV. The calculation puts the calculated total energy at -1532.0520 Ha. The net charge is +1.

=====

3.
# C28H39N7O7P2Rb

A structure of composition C28H39N7O7P2Rb (ωB97M-V/def2-TZVPD, the OMol25 dataset).

XYZ file:
```
84
C28H39N7O7P2Rb (ωB97M-V/def2-TZVPD)
Rb -0.86 1.78 0.66
P 0.64 1.97 4.11
P -2.20 1.16 4.19
O -2.83 -0.15 4.46
O 1.79 1.15 4.97
O -0.56 0.88 4.23
O -2.50 1.89 2.92
O -2.33 2.14 5.45
O 1.16 1.95 2.71
O 0.27 3.20 4.84
N -2.41 0.96 -1.79
N -0.42 -1.50 -1.46
N 0.12 3.38 -1.65
N 0.71 0.80 -2.40
N 2.44 -1.45 3.21
N 1.49 -1.97 0.96
N -3.28 -2.11 2.02
C 1.34 2.67 -5.55
C 2.97 -2.78 2.77
C 0.52 3.15 -2.93
C -3.92 -0.28 0.53
C 1.55 -2.79 -2.02
C 0.83 -1.57 -1.99
C -0.17 5.71 -2.15
C -0.97 -2.59 -0.98
C 3.45 -1.64 -2.93
C 0.88 1.80 -3.30
C 0.94 -1.54 3.30
C 0.23 5.50 -3.44
C 2.75 -0.44 -2.93
C 2.88 -2.82 -2.50
C -0.35 -3.85 -1.01
C 1.42 -0.34 -2.49
C 1.01 3.96 -5.20
C 0.90 -3.94 -1.54
C -4.19 -1.72 0.94
C 0.59 4.21 -3.88
C 2.89 -0.40 2.22
C -4.52 0.13 -0.82
C -0.21 4.59 -1.29
C 0.41 -1.60 1.86
C -3.50 0.00 -1.96
C 2.20 -3.13 1.47
C 1.28 1.62 -4.63
C 2.43 -0.86 0.83
H 0.27 6.32 -4.14
H -1.95 -2.48 -0.53
H 3.43 -3.76 -2.52
H 3.24 0.46 -3.27
H -3.63 -2.92 2.50
H 0.56 -0.69 3.86
H 4.04 -2.67 2.61
H 0.05 -0.62 1.56
H -4.01 0.10 -2.93
H -0.87 -4.72 -0.62
H -4.03 -2.39 0.08
H 3.98 -0.33 2.32
H 1.53 0.62 -4.96
H -2.61 1.83 -2.26
H 1.47 -3.92 1.66
H -5.25 -1.82 1.21
H 1.95 -0.01 0.32
H 3.25 -1.19 0.19
H -1.51 0.61 -2.12
H -5.40 -0.48 -1.04
H 1.64 1.35 5.90
H 1.64 2.45 -6.57
H 2.43 0.54 2.52
H -3.22 -1.37 2.73
H 1.43 -4.89 -1.58
H 0.73 -2.46 3.86
H 2.79 -3.49 3.58
H -0.45 6.69 -1.79
H -4.24 0.38 1.33
H -3.07 -1.00 -1.95
H 4.48 -1.65 -3.28
H -0.52 4.72 -0.25
H -2.83 -0.17 0.46
H 2.79 -1.18 4.13
H -4.85 1.17 -0.78
H -0.43 -2.29 1.79
H 2.90 -3.49 0.71
H -1.62 2.81 5.40
H 1.06 4.77 -5.92
```

The energy above the lowest of the compared OMol25 structures with the same formula, charge and spin is 90.5 kJ/mol. As for the largest force on an atom: 0.3 eV/Å. The orbital gap comes out at 5.476 eV. As for the LUMO energy: 1.69 eV. The calculation puts the calculated total energy at -2707.5601 Ha. The net charge is -1.

=====

4.
# C18H21N5O3S

An isolated molecule of C18H21N5O3S in a non-equilibrium geometry (ωB97M-V/def2-TZVPD, the OMol25 dataset).

XYZ file:
```
48
C18H21N5O3S (ωB97M-V/def2-TZVPD)
S -0.42 0.76 3.32
O 6.92 0.78 -1.53
O -5.18 -1.65 -1.74
O 6.53 -1.33 -1.46
N 1.90 0.75 2.19
N 0.83 2.27 -0.75
N 6.29 -0.18 -1.16
N 0.44 -0.92 1.47
N -2.76 -0.86 -0.47
C 4.48 -1.04 0.25
C 3.40 -0.82 1.08
C 4.79 1.35 0.03
C -4.84 -2.12 -0.46
C 0.10 3.20 -0.16
C -0.89 0.67 -0.29
C 0.68 0.15 2.26
C -4.62 -0.38 -1.96
C 2.99 0.48 1.37
C 3.71 1.57 0.85
C -3.10 -0.41 -1.81
C -0.91 -1.33 1.13
C -1.15 2.95 0.38
C 0.34 1.05 -0.82
C 5.17 0.05 -0.29
C -1.65 1.66 0.33
C -3.32 -2.19 -0.27
C -1.32 -0.77 -0.25
H 1.92 1.64 2.67
H -5.26 -1.45 0.30
H -5.04 0.34 -1.24
H -1.58 -0.94 1.90
H -4.90 -0.08 -2.97
H -2.89 -2.92 -0.98
H 0.54 4.19 -0.12
H 5.35 2.17 -0.40
H 4.82 -2.04 0.03
H 3.41 2.57 1.09
H -5.28 -3.11 -0.37
H -2.68 -1.08 -2.58
H -0.94 -2.42 1.14
H 2.92 -1.66 1.55
H 0.97 0.33 -1.33
H 1.12 -1.10 0.74
H -2.70 0.59 -1.97
H -2.60 1.40 0.76
H -3.12 -2.52 0.75
H -0.76 -1.34 -1.03
H -1.72 3.74 0.85
```

As for the SMILES: O=[N+]([O-])c1ccc(NC(=S)NC[C@H](c2cccnc2)N2CCOCC2)cc1. The energy above the lowest of the compared OMol25 structures with the same formula, charge and spin is 392.9 kJ/mol. As for the largest force on an atom: 1.4 eV/Å. The orbital gap comes out at 7.842 eV. As for the LUMO energy: -0.70 eV. The calculation puts the calculated total energy at -1596.1112 Ha.

=====

5.
# C8H9N4O3

The ion C8H9N4O3 with charge +1 in a non-equilibrium geometry (ωB97M-V/def2-TZVPD, the OMol25 dataset).

XYZ file:
```
24
C8H9N4O3 (ωB97M-V/def2-TZVPD)
O 1.62 0.35 0.14
O -0.95 -0.77 2.56
O -0.93 -2.21 -1.69
N -0.37 2.40 -3.17
N 3.27 -1.12 -0.21
N 1.03 -1.74 -0.72
N -0.15 1.23 1.48
C 0.23 0.83 0.24
C -0.53 1.75 -2.16
C 1.97 -0.86 -0.21
C -2.04 -0.09 0.56
C -1.36 0.40 1.90
C -0.59 1.17 -1.02
C -0.35 -1.42 -1.00
C -0.79 -0.15 -0.33
H -0.12 -0.67 3.09
H 1.32 -2.57 -1.27
H 3.51 -2.04 -0.52
H -0.25 2.20 1.68
H -2.65 -1.08 0.85
H -2.65 0.68 0.17
H -0.99 3.29 -3.34
H 3.82 -0.60 0.48
H -2.05 1.02 2.49
```

As for the SMILES: N=C=C1[C@]23C[C@@H](O)N[C@]12OC(=[NH2+])NC3=O. The energy above the lowest of the compared OMol25 structures with the same formula, charge and spin is 176.8 kJ/mol. As for the largest force on an atom: 3.9 eV/Å. The orbital gap comes out at 9.258 eV. As for the LUMO energy: -3.64 eV. The calculation puts the calculated total energy at -754.6612 Ha. The net charge is +1.

=====

6.
# C15H26N4OS

A cluster of 2 separate species, C15H26N4OS in total in a non-equilibrium geometry (ωB97M-V/def2-TZVPD, the OMol25 dataset).

XYZ file:
```
47
C15H26N4OS (ωB97M-V/def2-TZVPD)
S 2.29 -4.08 -1.12
O -2.58 2.93 -1.53
N 2.12 -2.41 1.31
N -1.14 0.59 2.38
N 0.37 -3.24 0.26
N -0.32 1.48 -0.56
C 4.07 -3.40 -0.50
C 1.44 -1.58 1.91
C -0.15 1.45 1.95
C 0.97 0.06 -2.11
C -3.57 1.58 -1.27
C 1.57 -3.13 0.24
C 0.14 1.33 -1.68
C -2.20 0.59 1.25
C -2.43 0.40 -1.09
C -1.34 0.40 -0.23
C 0.73 1.37 0.68
C 0.01 -1.74 2.00
C -0.76 -0.72 2.66
C -0.62 -2.65 1.12
C 0.95 2.56 -2.08
H 1.28 2.73 -3.12
H 0.48 3.51 -1.82
H -2.71 -0.18 1.46
H -1.75 -1.07 3.10
H 3.95 -2.33 -0.63
H 1.36 0.41 0.81
H -4.15 1.70 -2.03
H -3.78 1.90 -0.38
H -3.15 -0.32 -0.87
H 0.79 1.42 2.78
H 1.98 -1.15 2.68
H -0.18 -0.61 3.82
H -2.59 1.44 1.19
H 1.39 2.33 0.48
H -1.68 2.81 -1.13
H -0.67 1.39 -2.29
H -2.18 0.19 -2.12
H 4.60 -3.90 -1.24
H 1.94 2.69 -1.43
H 0.58 -0.80 -1.79
H 2.19 0.31 -1.31
H -0.95 -0.56 -0.28
H -0.43 2.52 1.95
H 4.24 -3.70 0.45
H -1.59 -2.60 1.05
H 1.49 0.09 -2.92
```

The energy above the lowest of the compared OMol25 structures with the same formula, charge and spin is 1511.3 kJ/mol. As for the largest force on an atom: 16.2 eV/Å. The orbital gap comes out at 8.743 eV. As for the LUMO energy: -0.01 eV. The calculation puts the calculated total energy at -1279.0843 Ha.

=====

7.
# C22H37N2O

The ion C22H37N2O with charge +1 in a non-equilibrium geometry (ωB97M-V/def2-TZVPD, the OMol25 dataset).

XYZ file:
```
62
C22H37N2O (ωB97M-V/def2-TZVPD)
O 5.45 -2.72 -1.07
N 3.23 -4.16 -2.03
N 4.63 -0.27 -1.61
C 4.29 -3.54 -1.56
C -2.56 -2.42 2.22
C -3.45 -0.37 3.85
C -2.84 1.17 3.88
C -1.21 0.16 -1.73
C -2.86 -0.54 0.21
C 0.32 0.51 -4.01
C 1.78 0.49 -3.19
C 4.81 -1.44 -0.64
C -0.74 -0.47 -3.18
C -3.48 -1.85 0.99
C 4.28 -1.43 0.94
C 3.52 -0.07 1.51
C -3.94 2.32 4.30
C 3.92 0.97 -1.08
C 3.34 1.17 0.45
C -4.78 2.70 2.95
C 3.68 2.20 -2.14
C -2.21 -1.34 3.40
C -1.60 -1.11 -0.72
C 2.38 2.01 -3.12
C 5.16 -0.45 -3.01
H 4.70 2.37 -2.71
H -3.55 -2.72 0.19
H -2.00 1.17 4.71
H 2.78 2.15 0.81
H -0.68 -1.44 -0.08
H 1.57 2.81 -2.86
H -3.74 -0.62 4.97
H -0.31 0.71 -1.18
H -2.54 0.33 0.93
H -5.85 2.23 3.03
H -1.74 -0.64 -3.80
H -0.12 1.59 -4.06
H 4.61 0.18 -3.83
H -3.33 3.29 4.63
H 3.51 3.19 -1.50
H -4.89 3.88 2.91
H -2.29 1.44 2.86
H 3.09 0.02 2.60
H -1.93 -1.98 4.37
H 4.42 -2.37 1.63
H -2.08 0.94 -1.81
H -4.43 -0.48 3.22
H -3.01 -3.43 2.65
H -4.59 -1.57 1.31
H 2.76 2.26 -4.23
H -1.52 -2.74 1.74
H -1.25 -0.69 3.17
H 0.50 0.00 -5.05
H 1.54 0.00 -2.16
H -0.26 -1.56 -3.07
H -1.96 -2.02 -1.38
H -4.23 2.34 1.98
H -4.58 1.89 5.18
H -3.66 -0.14 -0.57
H 6.30 -0.08 -3.02
H 5.16 -1.57 -3.39
H 2.47 -0.27 -3.79
```

As for the SMILES: CCCCCCCCCCCCCCCc1cccc(OC#N)[n+]1C. The energy above the lowest of the compared OMol25 structures with the same formula, charge and spin is 178.9 kJ/mol. As for the largest force on an atom: 12.2 eV/Å. The orbital gap comes out at 6.746 eV. As for the LUMO energy: -5.29 eV. The calculation puts the calculated total energy at -1044.3465 Ha. The net charge is +1.

=====

8.
# C6H9NO

An isolated molecule of C6H9NO in a non-equilibrium geometry (ωB97M-V/def2-TZVPD, the OMol25 dataset).

XYZ file:
```
17
C6H9NO (ωB97M-V/def2-TZVPD)
O -1.74 1.76 0.92
N -0.32 0.31 -0.03
C -0.83 -0.03 2.23
C -0.24 0.84 -1.39
C -1.07 0.77 0.96
C 0.77 -0.81 0.00
C 1.31 -0.92 -1.37
C 0.69 -0.06 -2.17
H 0.19 -1.58 0.46
H 0.87 -0.05 -3.19
H 0.08 1.86 -1.42
H 0.21 -0.14 2.67
H -1.21 0.86 -1.75
H 1.64 -0.50 0.68
H -0.97 -1.12 2.04
H 2.05 -1.57 -1.66
H -1.41 0.40 3.03
```

As for the SMILES: CC(=O)N1CC=CC1. The energy above the lowest of the compared OMol25 structures with the same formula, charge and spin is 131.1 kJ/mol. As for the largest force on an atom: 4.9 eV/Å. The orbital gap comes out at 9.855 eV. As for the LUMO energy: 0.81 eV. The calculation puts the calculated total energy at -363.9743 Ha.

=====

9.
# C11H22BrNO11S3

A cluster of 2 separate species, C11H22BrNO11S3 in total (ωB97M-V/def2-TZVPD, the OMol25 dataset).

XYZ file:
```
49
C11H22BrNO11S3 (ωB97M-V/def2-TZVPD)
Br -1.65 0.91 1.91
S 0.80 -2.51 2.14
S 5.02 -0.62 2.59
S -4.71 2.41 -0.67
O 4.33 0.06 3.71
O -5.03 2.81 0.85
O -0.23 -1.28 2.43
O 1.54 -2.63 3.34
O 3.19 0.68 -2.70
O -3.42 2.93 -1.00
O -0.04 -3.60 1.69
O 5.18 -2.07 2.85
O 6.33 0.02 2.31
O -5.87 2.79 -1.42
O 4.15 -0.46 1.35
N 1.92 2.46 -0.49
C -3.87 0.01 -1.73
C 2.93 0.32 -1.32
C -1.13 -0.93 1.42
C 1.57 -0.39 -1.29
C -1.38 -0.35 -1.07
C 0.97 -0.68 0.09
C -2.79 -0.97 -1.24
C 3.05 1.50 -0.38
C 1.70 -1.87 0.76
C -0.54 -1.04 0.01
C -4.64 0.65 -0.56
H 1.74 2.84 0.43
H 3.06 1.02 0.61
H -5.67 0.30 -0.49
H 1.77 -2.71 0.06
H -4.14 0.41 0.38
H 2.71 -1.56 1.15
H -4.21 2.72 1.35
H 2.19 3.25 -1.06
H 0.88 0.22 -1.87
H -2.71 -1.78 -1.98
H 4.01 1.98 -0.54
H -3.12 -1.45 -0.32
H 3.73 -0.38 -1.04
H -1.44 0.73 -0.90
H -0.60 -2.12 -0.22
H -4.59 -0.54 -2.35
H 2.51 1.32 -2.93
H -0.87 -0.48 -2.02
H -3.43 0.78 -2.36
H 1.72 -1.34 -1.81
H -2.04 -1.52 1.55
H 1.10 0.16 0.77
```

As for the largest force on an atom: 0.5 eV/Å. The orbital gap comes out at 3.820 eV. As for the LUMO energy: 3.48 eV. The calculation puts the calculated total energy at -5083.3422 Ha. The net charge is -2.

=====

10.
# C19H19CrNO9P

A structure of composition C19H19CrNO9P (ωB97M-V/def2-TZVPD, the OMol25 dataset).

XYZ file:
```
50
C19H19CrNO9P (ωB97M-V/def2-TZVPD)
Cr 0.78 0.01 0.66
P -0.70 1.97 0.35
O 3.46 -1.19 2.18
O 1.32 -0.95 4.43
O 0.98 -0.47 -3.35
O 0.62 -0.96 2.31
O 1.43 1.37 1.82
O 2.01 1.79 3.94
O 0.98 0.39 -1.32
O -2.15 -0.51 0.35
O 2.87 -3.25 2.84
N 1.85 -1.63 -0.09
C -1.12 -2.61 0.67
C 1.68 -1.80 -1.43
C 1.15 -0.40 3.37
C 2.96 -2.26 1.96
C -1.13 -1.11 0.47
C 0.39 3.42 0.12
C 2.38 -4.09 -1.29
C -3.54 3.60 -2.09
C -2.11 1.22 -1.99
C 1.92 -3.04 -2.05
C -1.90 2.18 -1.01
C 1.60 1.05 3.08
C -1.67 2.29 1.88
C 1.21 -0.60 -2.05
C -3.02 1.44 -3.01
C 2.44 -2.63 0.60
C -2.62 3.37 -1.07
C 2.69 -3.86 0.06
C -3.74 2.63 -3.06
H -4.45 2.80 -3.86
H -0.28 -3.09 0.16
H -1.38 1.55 2.63
H -3.17 0.69 -3.77
H -1.47 3.28 2.27
H 0.05 4.01 -0.72
H 3.16 -4.63 0.66
H 1.27 -1.26 -3.83
H -1.02 -2.80 1.74
H -2.07 -3.01 0.30
H 0.42 4.02 1.02
H -4.09 4.53 -2.12
H -1.56 0.29 -1.96
H 1.41 3.07 -0.07
H 3.13 -2.89 3.71
H 2.55 -5.06 -1.74
H -2.73 2.18 1.67
H -2.47 4.14 -0.31
H 1.71 -3.18 -3.10
```

The energy above the lowest of the compared OMol25 structures with the same formula, charge and spin is 11.6 kJ/mol. As for the largest force on an atom: 0.9 eV/Å. The orbital gap (spin up / spin down) comes out at 5.029 / 6.908 eV. As for the LUMO energy (spin up / spin down): -1.82 / -1.44 eV. The calculation puts the calculated total energy at -2853.2314 Ha. The spin multiplicity is 4.

=====

11.
# C2H2FNO2

A cluster of 2 separate species, C2H2FNO2 in total in a non-equilibrium geometry (ωB97M-V/def2-TZVPD, the OMol25 dataset).

XYZ file:
```
8
C2H2FNO2 (ωB97M-V/def2-TZVPD)
F 0.97 2.44 -1.60
O 1.08 4.04 0.43
O -0.01 2.68 1.66
N 0.52 2.95 0.59
C -0.04 0.00 -0.33
C 0.64 2.12 -0.45
H 0.20 -0.27 -1.35
H 0.30 -0.49 0.54
```

The energy above the lowest of the compared OMol25 structures with the same formula, charge and spin is 995.1 kJ/mol. As for the largest force on an atom: 8.5 eV/Å. The orbital gap (spin up / spin down) comes out at 8.197 / 8.936 eV. As for the LUMO energy (spin up / spin down): -1.56 / -1.76 eV. The calculation puts the calculated total energy at -382.1514 Ha.

=====

12.
# C4H10O

A cluster of 2 separate species, C4H10O in total in a non-equilibrium geometry (ωB97M-V/def2-TZVPD, the OMol25 dataset).

XYZ file:
```
15
C4H10O (ωB97M-V/def2-TZVPD)
O -3.03 0.65 -3.75
C 0.84 -0.43 1.04
C -0.19 -0.39 -0.02
C 1.21 0.90 1.68
C 1.54 -1.52 1.32
H 2.28 -1.57 2.11
H 2.17 0.80 2.17
H -0.41 -1.43 -0.28
H 0.40 1.33 2.26
H 1.40 1.60 0.86
H -2.80 1.59 -3.64
H -3.95 0.61 -4.00
H 1.28 -2.43 0.80
H -1.05 0.19 0.32
H 0.30 0.09 -0.88
```

As for the SMILES: C=C(C)C.O. The energy above the lowest of the compared OMol25 structures with the same formula, charge and spin is 87.4 kJ/mol. As for the largest force on an atom: 1.5 eV/Å. The orbital gap comes out at 10.066 eV. As for the LUMO energy: 0.90 eV. The calculation puts the calculated total energy at -233.6117 Ha.

=====

Look up the calculated total energy of the twelfth one. -233.6117 Ha